No. 1
Molecular formula: C84H210N14O28
Method: DFT, ωB97M-V/def2-TZVPD

The geometry in XYZ format:
```
336
C84H210N14O28, DFT ωB97M-V/def2-TZVPD
C -12.003 -18.519 6.625
O -12.270 -17.921 7.881
C -13.549 -17.232 7.941
C -13.776 -16.277 9.193
N -13.510 -16.928 10.460
C -14.271 -18.186 10.680
C -15.907 -18.062 10.829
O -16.315 -17.259 11.926
C -16.421 -17.989 13.193
H -11.896 -17.755 5.855
H -12.780 -19.175 6.232
H -11.079 -19.095 6.680
H -14.426 -17.750 7.553
H -13.516 -16.543 7.097
H -14.648 -15.633 9.077
H -13.108 -15.416 9.158
H -12.536 -17.188 10.402
H -13.911 -18.424 11.681
H -13.986 -18.916 9.922
H -16.286 -19.065 11.030
H -16.343 -17.770 9.874
H -16.252 -17.278 14.002
H -15.635 -18.741 13.256
H -17.365 -18.507 13.366
C -25.989 -18.646 8.827
O -26.519 -19.779 8.142
C -26.130 -19.868 6.709
C -27.059 -18.974 5.735
N -26.630 -19.020 4.375
C -27.272 -18.099 3.463
C -26.689 -16.686 3.653
O -25.504 -16.687 2.922
C -24.451 -15.990 3.498
H -26.587 -17.780 8.544
H -24.950 -18.400 8.607
H -26.169 -18.778 9.894
H -26.143 -20.873 6.288
H -25.097 -19.519 6.701
H -27.050 -17.900 5.916
H -28.117 -19.220 5.644
H -25.643 -18.906 4.191
H -28.355 -18.018 3.565
H -26.978 -18.620 2.552
H -26.624 -16.348 4.687
H -27.302 -15.897 3.218
H -24.146 -16.407 4.457
H -24.707 -14.951 3.705
H -23.732 -16.012 2.679
C -24.429 -19.981 -8.076
O -23.132 -20.447 -7.580
C -22.877 -20.156 -6.170
C -22.624 -18.654 -5.730
N -21.997 -18.534 -4.471
C -20.554 -18.622 -4.410
C -20.044 -18.144 -3.059
O -19.840 -16.724 -3.016
C -19.292 -16.266 -1.772
H -25.337 -20.555 -7.891
H -24.341 -19.826 -9.151
H -24.647 -18.971 -7.730
H -22.060 -20.745 -5.752
H -23.778 -20.375 -5.597
H -23.617 -18.232 -5.575
H -21.989 -18.124 -6.440
H -22.362 -17.688 -4.056
H -20.057 -17.999 -5.153
H -20.419 -19.677 -4.651
H -19.080 -18.580 -2.798
H -20.769 -18.452 -2.306
H -18.265 -16.630 -1.772
H -19.765 -16.649 -0.868
H -19.370 -15.181 -1.701
C -18.807 -18.385 4.185
O -20.026 -17.773 4.529
C -20.508 -18.160 5.768
C -20.442 -16.939 6.800
N -21.123 -17.296 8.059
C -20.316 -18.124 8.892
C -21.092 -18.302 10.215
O -20.895 -17.433 11.285
C -19.590 -17.150 11.850
H -18.000 -18.116 4.866
H -18.676 -17.983 3.180
H -18.931 -19.467 4.137
H -20.199 -19.120 6.184
H -21.535 -18.304 5.434
H -20.932 -16.186 6.182
H -19.450 -16.500 6.906
H -21.187 -16.479 8.650
H -19.245 -17.942 8.986
H -20.365 -19.125 8.464
H -20.681 -19.269 10.504
H -22.142 -18.480 9.985
H -18.981 -16.845 10.999
H -19.207 -18.119 12.172
H -19.549 -16.418 12.657
C -15.712 -21.103 -0.260
O -15.574 -22.501 -0.560
C -15.352 -22.888 -1.913
C -14.570 -24.157 -2.177
N -13.055 -23.928 -2.005
C -12.320 -25.143 -2.388
C -11.810 -25.394 -3.848
O -11.184 -26.626 -3.951
C -10.486 -26.816 -5.248
H -14.704 -20.690 -0.218
H -16.137 -20.914 0.725
H -16.477 -20.731 -0.941
H -14.997 -22.075 -2.547
H -16.330 -23.160 -2.310
H -14.629 -24.335 -3.251
H -14.891 -25.016 -1.589
H -13.035 -23.792 -1.004
H -12.920 -26.018 -2.136
H -11.331 -25.204 -1.935
H -11.063 -24.663 -4.157
H -12.642 -25.404 -4.552
H -9.862 -27.709 -5.210
H -9.888 -25.939 -5.495
H -11.267 -26.818 -6.008
C -18.090 -14.846 17.092
O -19.138 -15.514 16.502
C -19.326 -16.933 16.673
C -20.479 -17.551 15.804
N -21.321 -18.514 16.437
C -22.310 -18.951 15.468
C -23.404 -17.894 14.964
O -24.147 -18.440 13.839
C -23.415 -18.490 12.524
H -17.106 -15.289 16.936
H -18.224 -14.902 18.173
H -18.054 -13.776 16.892
H -19.683 -17.096 17.690
H -18.467 -17.535 16.378
H -19.977 -18.176 15.065
H -21.040 -16.654 15.543
H -21.763 -18.084 17.237
H -22.831 -19.898 15.609
H -21.732 -19.345 14.632
H -22.933 -16.955 14.669
H -24.201 -17.607 15.649
H -23.190 -17.509 12.104
H -24.056 -18.851 11.720
H -22.535 -19.125 12.624
C -21.045 -13.610 -3.929
O -22.308 -13.087 -4.584
C -23.329 -14.073 -4.708
C -24.148 -14.767 -3.705
N -23.363 -15.694 -2.967
C -24.014 -16.483 -1.885
C -23.240 -17.275 -0.757
O -22.563 -16.491 0.155
C -21.851 -17.252 1.154
H -20.617 -14.272 -4.681
H -20.988 -14.044 -2.930
H -20.249 -12.865 -3.913
H -23.017 -14.826 -5.431
H -24.037 -13.419 -5.216
H -25.005 -15.248 -4.177
H -24.502 -13.975 -3.045
H -22.671 -15.234 -2.392
H -24.673 -17.244 -2.304
H -24.661 -15.882 -1.245
H -22.565 -18.061 -1.094
H -23.971 -17.801 -0.142
H -21.279 -16.600 1.814
H -21.105 -17.943 0.761
H -22.475 -17.843 1.823
C -17.980 -21.665 12.193
O -17.236 -21.385 13.374
C -18.108 -21.291 14.498
C -17.291 -20.673 15.618
N -16.520 -21.690 16.305
C -15.851 -20.977 17.489
C -16.754 -21.067 18.741
O -16.604 -22.211 19.492
C -16.958 -22.215 20.931
H -18.933 -21.140 12.125
H -18.238 -22.722 12.128
H -17.419 -21.325 11.322
H -18.407 -22.317 14.713
H -18.952 -20.677 14.184
H -17.978 -20.347 16.398
H -16.579 -19.923 15.274
H -15.779 -21.995 15.690
H -15.487 -19.967 17.301
H -14.922 -21.443 17.817
H -17.825 -20.969 18.560
H -16.440 -20.227 19.360
H -18.014 -21.984 21.071
H -16.410 -21.529 21.577
H -16.702 -23.221 21.266
C -22.123 -21.798 10.925
O -21.753 -22.193 12.321
C -22.568 -23.204 12.900
C -22.057 -23.765 14.302
N -22.247 -22.785 15.331
C -21.498 -23.274 16.478
C -22.209 -24.482 17.218
O -21.919 -25.831 16.820
C -20.503 -26.199 16.727
H -21.282 -21.224 10.535
H -23.000 -21.151 10.912
H -22.503 -22.555 10.240
H -22.522 -24.076 12.248
H -23.588 -22.893 13.126
H -20.996 -24.014 14.275
H -22.677 -24.651 14.440
H -21.648 -22.009 15.090
H -21.594 -22.586 17.317
H -20.434 -23.428 16.294
H -23.293 -24.388 17.162
H -21.971 -24.539 18.280
H -20.057 -26.084 15.739
H -20.581 -27.276 16.872
H -19.961 -25.713 17.539
C -23.342 -20.985 3.768
O -23.125 -22.251 3.024
C -22.660 -22.042 1.688
C -22.616 -23.340 0.876
N -23.933 -23.827 0.541
C -23.836 -25.040 -0.284
C -25.232 -25.621 -0.487
O -25.685 -26.172 0.755
C -26.884 -26.950 0.583
H -22.371 -20.504 3.888
H -23.648 -21.387 4.734
H -24.099 -20.295 3.396
H -21.701 -21.529 1.754
H -23.376 -21.370 1.215
H -21.809 -23.959 1.267
H -21.979 -23.153 0.011
H -24.416 -23.986 1.414
H -23.197 -25.635 0.368
H -23.240 -24.852 -1.177
H -24.904 -26.456 -1.105
H -25.951 -24.943 -0.946
H -27.204 -27.191 1.597
H -26.499 -27.775 -0.016
H -27.691 -26.427 0.070
C -17.109 -26.079 7.276
O -15.801 -25.644 6.831
C -15.529 -26.006 5.436
C -16.087 -25.037 4.389
N -15.428 -23.737 4.623
C -16.166 -22.659 4.009
C -15.658 -21.201 4.226
O -16.441 -20.276 3.476
C -15.642 -19.188 3.051
H -17.407 -27.127 7.247
H -17.811 -25.582 6.607
H -17.145 -25.730 8.308
H -15.827 -27.022 5.178
H -14.442 -25.998 5.362
H -17.175 -25.009 4.335
H -15.819 -25.310 3.368
H -15.237 -23.665 5.612
H -17.110 -22.755 4.545
H -16.449 -22.848 2.973
H -14.570 -21.213 4.163
H -15.710 -20.897 5.271
H -15.944 -18.796 2.080
H -14.556 -19.108 3.100
H -15.930 -18.406 3.754
C -23.787 -23.689 -6.246
O -24.534 -24.347 -5.249
C -24.244 -23.813 -3.963
C -25.107 -22.706 -3.484
N -24.760 -22.150 -2.183
C -23.642 -21.192 -2.151
C -22.144 -21.626 -2.282
O -21.397 -20.831 -1.374
C -20.055 -21.219 -1.303
H -22.744 -23.993 -6.162
H -24.029 -22.631 -6.344
H -24.087 -24.160 -7.183
H -23.169 -23.655 -3.865
H -24.464 -24.637 -3.285
H -26.103 -23.143 -3.408
H -25.373 -21.956 -4.228
H -24.655 -22.904 -1.520
H -23.888 -20.715 -1.202
H -23.735 -20.336 -2.819
H -21.912 -21.613 -3.347
H -22.138 -22.663 -1.946
H -19.963 -22.232 -0.911
H -19.629 -20.550 -0.555
H -19.659 -21.020 -2.299
C -13.854 -9.814 17.371
O -14.451 -10.353 16.151
C -15.653 -10.973 16.435
C -16.443 -11.253 15.124
N -17.939 -11.396 15.176
C -18.597 -11.635 13.947
C -18.354 -13.027 13.383
O -17.102 -12.992 12.619
C -16.694 -14.186 11.940
H -14.333 -8.905 17.735
H -12.781 -9.720 17.203
H -13.845 -10.376 18.305
H -16.271 -10.398 17.125
H -15.448 -11.940 16.894
H -16.105 -12.181 14.664
H -16.250 -10.358 14.532
H -18.167 -12.031 15.928
H -17.977 -10.994 13.321
H -19.633 -11.299 13.894
H -19.088 -13.305 12.626
H -18.415 -13.731 14.213
H -15.935 -14.001 11.181
H -17.399 -14.802 11.381
H -16.326 -14.629 12.866
C -19.451 -13.327 6.466
O -20.063 -13.181 7.840
C -19.389 -13.833 8.927
C -20.403 -14.085 10.044
N -21.623 -14.602 9.529
C -22.776 -14.402 10.380
C -23.889 -15.122 9.663
O -24.369 -14.657 8.387
C -23.557 -14.304 7.241
H -19.090 -14.350 6.362
H -18.580 -12.716 6.229
H -20.308 -13.099 5.832
H -18.477 -13.340 9.264
H -19.007 -14.824 8.682
H -20.551 -13.087 10.456
H -19.966 -14.617 10.888
H -21.804 -13.876 8.850
H -23.076 -13.378 10.601
H -22.657 -14.816 11.382
H -24.751 -15.051 10.328
H -23.750 -16.203 9.691
H -22.990 -15.093 6.748
H -22.912 -13.470 7.517
H -24.240 -13.937 6.474
```

The calculation puts the largest force on an atom at 0.0831 Eh/bohr. The value obtained for the HOMO-LUMO gap is 0.30542 Ha. For the LUMO energy, the calculation gives -0.001 hartree. As for the HOMO energy: -8.4 eV. The calculation puts the relative energy (zero: lowest compared OMol25 entry of this formula, charge and spin) at 384.72 kcal/mol. As for the total charge: 0.

Here are the Mulliken charges for atoms 1 to 5, given in e: C -0.64; O -0.35; C -0.77; C -0.79; N -0.39

***

No. 2
Molecular formula: C12H24BrF3N2O6
Method: DFT, ωB97M-V/def2-TZVPD

The geometry in XYZ format:
```
48
C12H24BrF3N2O6, DFT ωB97M-V/def2-TZVPD
O 4.446 -6.046 0.750
C 3.525 -5.309 0.767
O 3.548 -4.018 1.257
C 2.628 -3.372 0.407
C 2.327 -1.934 0.816
F 2.673 -1.711 2.103
F 1.002 -1.669 0.697
F 2.993 -1.061 0.034
C 1.497 -4.394 0.387
O 0.740 -4.487 1.524
Br 0.372 -4.269 -1.168
O 2.289 -5.581 0.292
H 3.002 -3.345 -0.618
H 0.760 -3.666 2.027
C -4.227 -1.243 1.027
C -2.790 -0.759 1.186
C -2.664 0.683 1.694
O -2.940 1.681 0.733
C -4.310 1.971 0.530
N -2.071 -0.972 -0.072
H -4.685 -0.853 0.118
H -4.248 -2.330 0.954
H -4.844 -0.947 1.877
H -2.315 -1.389 1.945
H -1.622 0.849 1.983
H -3.281 0.839 2.589
H -4.876 1.893 1.463
H -4.759 1.315 -0.219
H -4.375 2.996 0.167
H -1.087 -0.769 0.065
H -2.386 -0.268 -0.734
C 0.808 1.354 -1.381
C 2.211 1.951 -1.437
C 2.344 3.309 -0.738
O 1.800 4.402 -1.448
C 0.402 4.575 -1.324
N 2.658 1.991 -2.832
H 0.140 1.822 -2.104
H 0.844 0.291 -1.620
H 0.366 1.464 -0.388
H 2.876 1.268 -0.901
H 3.408 3.535 -0.638
H 1.921 3.271 0.275
H 0.055 4.304 -0.322
H -0.150 3.992 -2.065
H 0.189 5.630 -1.494
H 3.637 2.259 -2.867
H 2.168 2.750 -3.296
```

The calculation puts the largest force on an atom at 0.0158 Eh/bohr. The value obtained for the HOMO-LUMO gap is 0.35331 Ha. For the LUMO energy, the calculation gives 0.012 hartree. As for the HOMO energy: -9.3 eV. As for the total charge: 0.

Here are the Mulliken charges for atoms 1 to 5, given in e: O -0.48; C 0.47; O -0.35; C -0.33; C 0.77

***

> The highest HOMO-LUMO gap belongs to which entry?

C12H24BrF3N2O6